The following is a DFT calculation (the ωB97M-V functional and the def2-TZVPD basis) of a molecular structure, CH3NO3S at a distorted geometry.

Atoms and positions in Å:
S (-1.581, -0.264, -0.449)
O (0.884, 1.171, 0.384)
N (0.322, -0.794, -0.380)
O (-1.928, -0.625, 0.877)
C (1.213, -0.006, 0.209)
H (0.426, -1.787, -0.536)
H (-0.219, 1.386, -0.178)
O (-1.272, 1.233, -0.635)
H (2.155, -0.313, 0.709)

Computed properties:
**LUMO energy**: 0.44 eV
**2S+1**: 1
**ΔE to the lowest compared entry with this formula, charge and spin**: 84.44 kJ/mol
**Frontier orbital gap**: 0.39511 hartree

***

The following is a DFT calculation (the ωB97M-V functional and the def2-TZVPD basis) of 2 unconnected molecules or ions with the total composition C6H12O at a distorted geometry.

Atoms and positions in Å:
H (-1.480, -2.148, -2.701)
C (0.379, -0.136, -0.650)
C (-0.709, -0.968, -1.087)
H (1.004, -0.870, 0.006)
H (0.321, -1.985, -2.672)
H (2.326, 1.421, 0.399)
C (0.283, 1.058, 0.275)
C (1.370, 1.426, 0.901)
H (1.308, -0.211, -1.260)
H (1.257, 1.959, 1.850)
O (0.335, -0.962, 1.997)
H (0.802, -0.325, 1.415)
H (-1.674, -0.789, -0.625)
H (-1.137, 2.384, 1.244)
H (0.294, -1.816, 1.563)
H (-1.102, 0.584, 1.180)
H (-1.834, 1.589, -0.243)
C (-1.127, 1.524, 0.583)
C (-0.616, -1.735, -2.175)

Computed properties:
**Structure (SMILES)**: C=CCC(=C)C.O
**LUMO energy**: 0.87 eV
**2S+1**: 1
**ΔE to the lowest compared entry with this formula, charge and spin**: 420.27 kJ/mol
**Frontier orbital gap**: 0.34974 hartree

***

The following is a DFT calculation (the ωB97M-V functional and the def2-TZVPD basis) of 2 unconnected molecules or ions with the total composition C4H14N at a distorted geometry.

Atoms and positions in Å:
H (-0.456, 0.100, -1.106)
H (1.493, -1.557, -2.741)
H (-0.815, 2.982, 1.469)
C (-0.923, 1.963, 0.972)
H (-1.069, 1.421, 3.153)
H (0.619, -0.046, -0.032)
H (1.719, 0.168, -2.490)
C (1.549, -0.740, -1.920)
H (-0.518, -2.441, -1.283)
H (0.220, 1.133, 2.195)
H (0.527, -2.488, 0.055)
H (-1.172, -0.010, 2.054)
H (-1.064, -1.614, -0.044)
C (-0.775, 1.037, 2.102)
N (-0.128, -1.929, -0.503)
C (0.433, -0.620, -0.970)
H (2.585, -1.092, -1.665)
H (-0.118, 1.915, 0.195)
H (-2.107, 1.818, 0.559)

Computed properties:
**LUMO energy**: -3.89 eV
**2S+1**: 1
**ΔE to the lowest compared entry with this formula, charge and spin**: 265.76 kJ/mol
**Total charge**: +1
**Frontier orbital gap**: 0.39196 hartree

***

The following is a DFT calculation (the ωB97M-V functional and the def2-TZVPD basis) of a molecular structure, C41H38AlN4O4S.

Atoms and positions in Å:
C (1.798, -3.653, 0.162)
C (1.198, -2.459, -0.612)
C (-2.115, -3.738, -3.109)
C (-3.108, 3.307, -1.505)
C (2.815, -3.398, 1.086)
H (-0.628, -4.814, -4.226)
C (2.628, 4.830, -2.052)
H (4.151, -4.179, 2.564)
H (-3.348, -2.612, -1.765)
N (-2.742, 1.998, -1.245)
H (0.025, -1.484, -3.287)
N (-2.555, 3.090, 0.593)
C (1.351, 0.686, -2.403)
N (5.152, 4.236, 3.231)
C (3.272, 1.379, 2.460)
Al (0.099, 0.000, 0.025)
H (2.928, 5.868, -1.970)
H (5.320, -3.175, -2.855)
C (2.355, -1.770, -1.406)
H (3.192, -1.817, -0.708)
H (1.731, 2.166, -4.740)
H (-2.940, -4.062, -3.731)
C (0.936, 0.377, -3.839)
H (3.970, 1.732, -2.328)
N (1.300, 1.173, 1.143)
O (3.475, -0.373, -2.850)
C (-2.799, 0.897, -2.219)
H (3.322, -6.507, 2.325)
H (0.519, -5.197, -0.616)
H (4.636, 4.081, -2.088)
H (1.238, -4.096, -2.811)
H (-2.406, 3.269, 1.573)
C (-0.819, -4.162, -3.381)
H (-0.672, -2.069, -5.556)
H (-0.142, 2.895, -2.304)
H (1.496, -6.983, 0.723)
C (-0.147, -1.136, -5.385)
C (2.466, -0.268, -1.864)
C (1.281, 4.488, -2.121)
C (0.908, 3.157, -2.234)
C (1.291, 2.502, 0.958)
C (1.201, 1.237, -4.900)
C (-2.404, 1.875, 0.044)
O (2.704, -2.481, -2.570)
C (3.272, 2.751, 2.242)
C (2.271, 0.622, 1.887)
H (5.126, -2.028, -1.518)
C (0.135, -0.279, -6.442)
C (0.254, -0.808, -4.100)
C (3.363, -4.409, 1.857)
H (3.853, -2.971, -4.924)
C (1.860, 2.138, -2.284)
C (-2.996, 3.996, -0.351)
H (-3.413, 3.631, -2.484)
H (2.705, -1.614, -5.039)
H (-1.503, -1.940, -0.335)
H (-3.612, 0.223, -1.956)
H (2.225, -0.454, 1.999)
H (2.241, 4.390, 1.290)
C (5.102, -2.137, -2.603)
C (3.681, -1.924, -4.671)
H (5.876, -1.499, -3.029)
H (-3.193, 5.028, -0.122)
O (0.788, -1.515, 0.377)
C (0.028, -2.911, -1.489)
C (4.318, 3.578, 2.794)
C (1.328, -4.955, 0.059)
H (4.453, -1.317, -5.144)
C (-1.276, -2.526, -1.211)
H (0.502, 2.902, 0.338)
S (-1.974, 0.443, 0.912)
C (3.205, 2.493, -2.247)
H (3.190, -2.390, 1.213)
O (0.207, 0.584, -1.566)
C (2.897, -5.711, 1.726)
C (2.259, 3.327, 1.485)
H (-0.166, -0.534, -7.450)
C (3.752, -1.746, -3.176)
H (4.043, 0.908, 3.052)
H (2.878, 0.262, -0.995)
H (-2.982, 1.327, -3.199)
C (0.237, -3.762, -2.579)
H (-1.854, 0.362, -2.232)
C (0.808, 0.908, -6.193)
C (-2.341, -2.924, -2.014)
C (3.583, 3.827, -2.120)
C (1.878, -5.976, 0.829)
H (1.032, 1.586, -7.007)
H (0.522, 5.263, -2.096)

Computed properties:
**LUMO energy**: -3.65 eV
**2S+1**: 1
**ΔE to the lowest compared entry with this formula, charge and spin**: 0.00 kJ/mol
**Total charge**: +1
**Frontier orbital gap**: 0.27508 hartree

***

The following is a DFT calculation (the ωB97M-V functional and the def2-TZVPD basis) of a molecular structure, C29H30AsCl3N2O3Sc.

Atoms and positions in Å:
H (-3.944, 3.600, -0.658)
H (-0.297, -6.283, 4.216)
O (-0.017, -1.329, -1.520)
H (-4.685, -0.813, -1.456)
C (-3.619, -0.891, -1.675)
H (1.512, 4.433, 0.811)
C (-1.759, -3.344, 1.879)
H (-2.711, 2.839, 1.299)
H (3.368, 2.842, 4.321)
C (-3.523, 3.489, -1.658)
H (-3.986, 0.038, 1.074)
H (2.936, 4.737, 2.789)
As (-2.806, 0.740, -0.991)
H (-1.937, -5.256, 2.756)
Sc (-0.301, -0.057, -0.132)
H (-3.154, 1.951, -3.146)
H (-3.213, -1.715, -1.091)
C (1.938, -3.133, 3.954)
C (0.869, -2.922, -3.080)
C (2.244, -1.218, -2.182)
C (-0.961, -2.181, 1.722)
C (2.509, 3.764, 2.586)
Cl (4.515, -3.333, -4.643)
C (0.336, -5.406, 4.151)
C (0.208, 3.113, -0.866)
H (-4.724, 1.499, 0.425)
C (0.262, -2.072, 2.419)
C (1.708, 3.595, 1.463)
N (0.765, 0.042, 1.719)
H (-0.344, 2.674, -1.691)
H (-2.703, -3.386, 1.353)
C (3.171, -2.747, -3.721)
H (4.299, -1.154, -2.808)
H (2.573, -2.262, 3.875)
C (1.525, -5.351, 4.828)
C (-3.358, -1.075, -3.164)
C (-1.326, -4.366, 2.655)
H (-2.493, 3.845, -1.628)
H (3.268, -4.160, 5.257)
H (2.357, 0.624, 3.856)
C (0.990, -1.813, -2.246)
C (1.169, 2.347, 1.220)
C (2.194, 1.459, 3.189)
H (-2.292, -1.055, -3.393)
Cl (2.375, 0.151, -1.088)
C (-3.614, 2.056, -2.164)
H (-3.855, -0.309, -3.759)
C (-3.772, 1.031, 0.680)
H (1.847, -6.186, 5.436)
H (-2.066, 1.352, 1.996)
C (2.326, -4.202, 4.725)
O (-1.409, -1.202, 0.976)
C (2.750, 2.702, 3.445)
H (-3.569, 2.021, 2.599)
C (1.414, 1.269, 2.061)
H (1.829, -4.253, -4.451)
C (0.717, -3.170, 3.258)
C (3.342, -1.649, -2.896)
C (-2.986, 1.858, 1.692)
H (-0.342, 3.957, -0.455)
C (1.946, -3.388, -3.815)
N (0.962, -0.912, 2.529)
C (-0.083, -4.319, 3.359)
H (-4.075, 4.161, -2.315)
H (-4.653, 1.733, -2.253)
Cl (-0.654, -3.738, -3.172)
O (0.333, 2.083, 0.130)
H (-3.736, -2.041, -3.499)
H (1.198, 3.414, -1.205)

Computed properties:
**LUMO energy**: -3.80 eV
**2S+1**: 1
**ΔE to the lowest compared entry with this formula, charge and spin**: 33.44 kJ/mol
**Total charge**: +1
**Frontier orbital gap**: 0.25090 hartree

***

The following is a DFT calculation (the ωB97M-V functional and the def2-TZVPD basis) of a gas-phase ion, C2H8N5 (charge +1) at a distorted geometry.

Atoms and positions in Å:
C (2.319, 0.683, 0.230)
N (-0.092, 0.635, -0.233)
N (1.074, -1.220, -0.403)
H (3.243, 0.481, -0.426)
H (-0.179, 1.658, -0.254)
H (-3.339, -1.200, 0.111)
H (0.156, -1.706, -0.515)
N (-3.369, -0.186, 0.288)
N (-1.191, -0.266, -0.184)
C (1.067, 0.034, -0.111)
H (2.673, 0.334, 1.131)
H (2.113, 1.762, 0.315)
H (1.883, -1.733, -0.260)
H (-4.144, 0.332, 0.180)
N (-2.215, 0.392, 0.131)

Computed properties:
**Structure (SMILES)**: C/C(N)=[NH+]/N=N/N
**LUMO energy**: -3.55 eV
**2S+1**: 1
**ΔE to the lowest compared entry with this formula, charge and spin**: 211.24 kJ/mol
**Total charge**: +1
**Frontier orbital gap**: 0.37728 hartree

***

Q: 2S+1 of number 6 (C2H8N5)?
A: 1

***

What did the second record say?
The following is a DFT calculation (the ωB97M-V functional and the def2-TZVPD basis) of 2 unconnected molecules or ions with the total composition C6H12O at a distorted geometry.

Atoms and positions in Å:
H (-1.480, -2.148, -2.701)
C (0.379, -0.136, -0.650)
C (-0.709, -0.968, -1.087)
H (1.004, -0.870, 0.006)
H (0.321, -1.985, -2.672)
H (2.326, 1.421, 0.399)
C (0.283, 1.058, 0.275)
C (1.370, 1.426, 0.901)
H (1.308, -0.211, -1.260)
H (1.257, 1.959, 1.850)
O (0.335, -0.962, 1.997)
H (0.802, -0.325, 1.415)
H (-1.674, -0.789, -0.625)
H (-1.137, 2.384, 1.244)
H (0.294, -1.816, 1.563)
H (-1.102, 0.584, 1.180)
H (-1.834, 1.589, -0.243)
C (-1.127, 1.524, 0.583)
C (-0.616, -1.735, -2.175)

Computed properties:
**Structure (SMILES)**: C=CCC(=C)C.O
**LUMO energy**: 0.87 eV
**2S+1**: 1
**ΔE to the lowest compared entry with this formula, charge and spin**: 420.27 kJ/mol
**Frontier orbital gap**: 0.34974 hartree